# 1
{
  "formula": "C5H11NO",
  "method": "the ωB97M-V functional and the def2-TZVPD basis",
  "species": ["C", "N", "C", "O", "C", "C", "C", "H", "H", "H", "H", "H", "H", "H", "H", "H", "H", "H"],
  "coordinates": [[2.83, 0.47, -0.14], [1.48, 0.23, -0.59], [0.47, -0.02, 0.29], [0.66, -0.12, 1.50], [-0.93, -0.11, -0.29], [-1.54, -1.49, -0.02], [-1.78, 0.97, 0.38], [3.22, 1.40, -0.57], [3.51, -0.35, -0.40], [2.78, 0.56, 0.94], [1.31, 0.14, -1.58], [-0.90, 0.07, -1.38], [-1.49, -1.69, 1.05], [-1.00, -2.28, -0.55], [-2.58, -1.51, -0.34], [-2.82, 0.91, 0.05], [-1.74, 0.83, 1.46], [-1.40, 1.98, 0.16]],
  "nbo_charge": [-0.425, -0.616, 0.682, -0.641, -0.300, -0.600, -0.598, 0.195, 0.192, 0.242, 0.392, 0.191, 0.226, 0.208, 0.208, 0.206, 0.228, 0.210],
  "charge": 0,
  "relative_energy_kcal_mol": 2.36,
  "smiles": "CNC(=O)C(C)C",
  "orbital_gap_ev": 10.5391,
  "homo_ha": -0.3538
}

# 2
{
  "formula": "C3H9O5PS",
  "method": "the ωB97M-V functional and the def2-TZVPD basis",
  "species": ["C", "C", "C", "O", "O", "O", "O", "O", "P", "S", "H", "H", "H", "H", "H", "H", "H", "H", "H"],
  "coordinates": [[1.30, -0.44, -2.23], [-1.19, 2.34, 0.40], [-1.42, -1.69, 1.43], [2.34, 1.78, 0.38], [0.65, -3.27, 0.17], [1.39, -0.41, 0.75], [1.18, 0.91, -1.68], [-0.15, 1.51, 0.75], [1.24, 0.95, 0.10], [0.44, -2.29, 1.22], [2.22, -0.58, -2.61], [0.51, -0.57, -3.00], [1.25, -1.12, -1.37], [-1.50, 2.42, -0.66], [-1.10, 3.28, 0.82], [-2.14, 1.86, 0.80], [-2.01, -2.42, 1.93], [-1.12, -1.01, 2.25], [-1.88, -1.25, 0.54]],
  "nbo_charge": [-0.242, -0.222, -0.779, -1.088, -0.771, -1.079, -0.790, -0.827, 2.557, 1.448, 0.177, 0.176, 0.173, 0.184, 0.184, 0.158, 0.243, 0.242, 0.258],
  "charge": 0,
  "relative_energy_kcal_mol": 20.40,
  "orbital_gap_ev": 7.5856,
  "homo_ha": -0.3604
}

# 3
{
  "formula": "C11H15N2O8PS2",
  "method": "the ωB97M-V functional and the def2-TZVPD basis",
  "species": ["C", "C", "C", "O", "C", "O", "C", "S", "C", "C", "C", "N", "N", "C", "O", "C", "O", "C", "S", "H", "H", "H", "H", "H", "H", "H", "H", "H", "H", "H", "H", "H", "H", "H", "O", "P", "O", "O", "O"],
  "coordinates": [[2.63, 2.10, 1.41], [2.77, 0.47, 1.10], [2.58, -0.28, 2.55], [1.73, -1.48, 2.52], [0.29, -1.15, 2.53], [-0.23, 0.06, 2.82], [-0.74, -2.42, 2.18], [-2.52, -1.89, 1.96], [-2.48, -0.59, 0.61], [-1.90, -0.83, -0.88], [-1.95, 0.46, -1.83], [-2.46, 1.81, -1.61], [-2.92, 1.90, -0.35], [-2.97, 0.94, 0.75], [4.15, 0.25, 0.64], [4.21, -0.63, -0.54], [5.19, -0.34, -1.44], [3.26, -1.93, -0.85], [3.44, -3.34, 0.37], [2.51, 2.68, 0.40], [1.62, 2.27, 2.03], [3.54, 2.48, 2.07], [1.93, 0.23, 0.31], [2.28, 0.51, 3.37], [3.67, -0.66, 2.86], [-0.38, -2.81, 1.12], [-0.61, -3.28, 2.99], [-1.47, -1.85, -1.27], [-1.49, 0.30, -2.92], [-3.30, 2.87, -0.12], [-3.39, 1.28, 1.80], [3.60, -2.36, -1.91], [2.16, -1.53, -0.98], [2.66, -4.42, -0.16], [-5.06, 0.73, -4.01], [-5.09, 2.24, -4.30], [-3.76, 2.65, -4.97], [-5.27, 3.01, -2.99], [-6.26, 2.55, -5.25]],
  "nbo_charge": [-0.650, 0.043, -0.112, -0.544, 0.772, -0.604, -0.665, 0.204, -0.328, -0.541, 0.046, -0.288, -0.398, 0.040, -0.524, 0.778, -0.575, -0.650, -0.060, 0.235, 0.245, 0.210, 0.230, 0.214, 0.203, 0.244, 0.246, 0.210, 0.212, 0.401, 0.212, 0.268, 0.262, 0.156, -0.950, 2.426, -0.969, -0.980, -1.019],
  "charge": -2,
  "orbital_gap_ev": 2.3241,
  "homo_ha": 0.0296
}

# 4
{
  "formula": "C34H44BN7O5S3Tl",
  "method": "the ωB97M-V functional and the def2-TZVPD basis",
  "species": ["Tl", "C", "C", "C", "C", "N", "N", "B", "N", "N", "C", "C", "C", "C", "C", "S", "C", "C", "C", "C", "N", "N", "C", "C", "C", "C", "C", "S", "C", "C", "C", "C", "C", "S", "C", "C", "C", "C", "H", "H", "H", "H", "H", "H", "H", "H", "H", "H", "H", "H", "H", "H", "H", "H", "H", "H", "H", "H", "H", "H", "H", "H", "H", "H", "H", "H", "H", "H", "H", "H", "H", "H", "H", "H", "H", "H", "H", "O", "N", "O", "O", "O", "C", "O", "C", "C", "C", "C", "C", "C", "H", "H", "H", "H", "H"],
  "coordinates": [[12.81, 11.29, 15.14], [15.84, 9.92, 19.12], [14.53, 9.97, 19.90], [14.15, 8.94, 20.73], [13.12, 9.14, 21.69], [12.34, 10.20, 21.70], [12.61, 11.14, 20.71], [11.64, 12.30, 20.76], [10.46, 12.12, 19.87], [9.65, 11.06, 20.32], [8.91, 10.54, 19.38], [8.78, 11.25, 18.16], [9.26, 12.51, 17.99], [9.25, 13.07, 16.61], [9.92, 13.08, 19.11], [10.25, 14.78, 19.31], [8.07, 9.35, 19.63], [8.55, 8.12, 18.80], [7.97, 9.05, 21.10], [6.67, 9.71, 19.03], [12.03, 13.15, 21.93], [12.04, 12.89, 23.23], [12.54, 13.88, 24.00], [13.04, 15.05, 23.45], [13.27, 15.17, 22.10], [14.25, 16.16, 21.48], [12.69, 14.22, 21.35], [12.77, 13.97, 19.63], [12.62, 13.46, 25.46], [12.80, 14.71, 26.41], [13.85, 12.51, 25.55], [11.37, 12.72, 25.85], [13.79, 11.18, 20.07], [14.44, 12.65, 19.44], [12.81, 8.08, 22.68], [14.17, 7.71, 23.31], [12.23, 6.79, 22.00], [11.84, 8.58, 23.78], [16.28, 8.95, 19.39], [16.46, 10.81, 19.27], [15.60, 9.94, 18.02], [14.54, 7.93, 20.70], [8.17, 10.89, 17.34], [8.90, 12.31, 15.93], [10.23, 13.31, 16.28], [8.54, 13.91, 16.58], [9.55, 7.79, 19.10], [8.32, 8.27, 17.72], [7.87, 7.34, 19.18], [8.92, 8.87, 21.61], [7.35, 8.16, 21.27], [7.50, 9.96, 21.58], [6.65, 9.94, 17.98], [6.25, 10.57, 19.57], [5.94, 8.88, 19.25], [13.07, 15.89, 24.13], [14.52, 16.97, 22.10], [13.73, 16.61, 20.60], [15.12, 15.62, 21.20], [13.64, 15.36, 26.10], [12.91, 14.44, 27.49], [11.90, 15.38, 26.43], [14.09, 12.05, 24.58], [13.59, 11.69, 26.22], [14.78, 13.07, 25.89], [10.45, 13.26, 25.42], [11.39, 12.72, 26.97], [11.26, 11.71, 25.45], [14.87, 7.29, 22.58], [14.08, 6.99, 24.16], [14.65, 8.64, 23.74], [13.04, 6.21, 21.58], [11.51, 7.07, 21.25], [11.65, 6.18, 22.73], [12.06, 9.64, 23.92], [11.92, 8.16, 24.81], [10.76, 8.64, 23.47], [15.35, 8.02, 14.31], [14.54, 8.89, 14.50], [14.48, 9.91, 13.74], [13.66, 8.85, 15.43], [11.34, 10.87, 13.14], [11.70, 12.00, 12.63], [12.60, 12.78, 13.12], [11.11, 12.34, 11.38], [10.05, 11.57, 10.80], [9.52, 11.83, 9.56], [10.09, 12.80, 8.76], [11.14, 13.56, 9.24], [11.61, 13.44, 10.56], [9.62, 10.74, 11.34], [8.76, 11.19, 9.05], [9.83, 12.91, 7.68], [11.57, 14.30, 8.56], [12.31, 14.15, 11.05]],
  "lowdin_charge": [0.968, -0.055, -0.258, -0.010, -0.261, 0.169, -0.013, -0.583, 0.017, 0.221, -0.238, 0.038, -0.237, -0.032, -0.637, 0.665, -0.557, -0.017, -0.058, -0.057, 0.011, 0.162, -0.224, 0.004, -0.261, -0.019, -0.541, 0.730, -0.545, -0.069, -0.034, -0.082, -0.561, 0.724, -0.529, -0.069, -0.032, -0.059, 0.083, 0.053, 0.104, 0.106, 0.115, 0.079, 0.063, 0.095, 0.082, 0.101, 0.083, 0.069, 0.088, 0.106, 0.060, 0.092, 0.105, 0.101, 0.060, 0.090, 0.073, 0.070, 0.083, 0.093, 0.079, 0.071, 0.097, 0.110, 0.091, 0.065, 0.067, 0.087, 0.104, 0.071, 0.067, 0.091, 0.044, 0.084, 0.085, 0.017, -0.605, -0.159, -0.214, -0.165, -0.670, -0.184, -0.121, -0.026, -0.118, -0.131, -0.116, 0.014, 0.110, 0.108, 0.109, 0.094, 0.117],
  "charge": -1,
  "relative_energy_kcal_mol": 50.47,
  "orbital_gap_ev": [5.4193, 4.6394],
  "homo_ha": [-0.1577, -0.1306]
}

# 5
{
  "formula": "C32H26Cl3IrNO2P2",
  "method": "the ωB97M-V functional and the def2-TZVPD basis",
  "species": ["Ir", "C", "P", "C", "C", "C", "C", "C", "C", "C", "C", "C", "C", "C", "C", "C", "C", "C", "C", "C", "P", "C", "C", "C", "C", "C", "C", "C", "C", "C", "C", "C", "C", "N", "H", "H", "H", "H", "H", "H", "H", "H", "H", "H", "H", "H", "H", "H", "H", "H", "H", "H", "H", "H", "H", "H", "H", "H", "H", "H", "Cl", "C", "Cl", "Cl", "C", "O", "O"],
  "coordinates": [[-0.45, -1.12, -0.40], [-3.26, -0.38, 1.69], [-3.95, -0.63, -0.01], [-3.74, 1.05, -0.75], [-4.91, 1.80, -0.63], [-4.99, 3.11, -1.10], [-3.89, 3.67, -1.74], [-2.73, 2.93, -1.88], [-2.65, 1.64, -1.38], [-2.64, -1.75, -0.67], [-2.17, -2.82, 0.15], [-1.15, -3.67, -0.27], [-0.53, -3.46, -1.51], [-1.00, -2.46, -2.37], [-2.08, -1.64, -1.97], [-1.89, 0.15, 1.97], [-1.57, 0.91, 3.07], [-0.16, 1.05, 3.13], [0.35, 0.40, 2.04], [1.75, 0.31, 1.52], [1.73, -0.84, 0.10], [2.71, -0.17, -1.27], [3.05, -1.04, -2.31], [3.71, -0.56, -3.43], [4.03, 0.78, -3.53], [3.69, 1.65, -2.51], [3.03, 1.18, -1.38], [2.57, -2.32, 0.68], [3.92, -2.56, 0.41], [4.55, -3.67, 0.96], [3.85, -4.53, 1.80], [2.52, -4.27, 2.10], [1.88, -3.18, 1.55], [-0.70, -0.17, 1.32], [-3.41, -1.34, 2.21], [-3.97, 0.29, 2.17], [-5.79, 1.36, -0.17], [-5.91, 3.66, -0.99], [-3.96, 4.67, -2.15], [-1.87, 3.36, -2.40], [-1.72, 1.11, -1.51], [-2.56, -2.93, 1.15], [-0.81, -4.46, 0.39], [0.30, -4.08, -1.82], [-0.55, -2.31, -3.34], [-2.43, -0.86, -2.63], [-2.28, 1.27, 3.80], [0.42, 1.56, 3.89], [2.45, -0.06, 2.27], [2.11, 1.28, 1.19], [2.80, -2.09, -2.24], [3.97, -1.25, -4.23], [4.56, 1.15, -4.40], [3.94, 2.70, -2.58], [2.76, 1.88, -0.60], [4.48, -1.89, -0.23], [5.59, -3.85, 0.74], [4.35, -5.39, 2.23], [1.99, -4.93, 2.77], [0.85, -2.97, 1.81], [-0.54, 6.80, 0.60], [-0.17, 6.20, 2.08], [1.26, 5.42, 2.30], [-1.18, 6.44, 3.35], [-1.20, 3.24, 0.98], [-2.15, 3.64, 1.52], [-0.21, 2.93, 0.47]],
  "nbo_charge": [0.575, -0.732, 0.883, -0.369, -0.123, -0.215, -0.197, -0.218, -0.236, -0.414, -0.095, -0.224, -0.165, -0.258, -0.230, 0.074, -0.279, -0.315, 0.117, -0.752, 1.167, -0.410, -0.191, -0.195, -0.172, -0.217, -0.129, -0.319, -0.220, -0.183, -0.171, -0.203, -0.220, -0.518, 0.238, 0.269, 0.222, 0.233, 0.225, 0.220, 0.211, 0.245, 0.262, 0.263, 0.269, 0.268, 0.230, 0.225, 0.271, 0.246, 0.220, 0.234, 0.235, 0.226, 0.198, 0.232, 0.234, 0.236, 0.231, 0.216, 0.361, -0.103, 0.355, 0.386, 1.043, -0.516, -0.531],
  "charge": 2,
  "relative_energy_kcal_mol": 43.21,
  "s_squared": 0.7544,
  "orbital_gap_ev": [3.4957, 3.4863],
  "homo_ha": [-0.4591, -0.4587],
  "multiplicity": 2
}

# 6
{
  "formula": "C4H8N2O",
  "method": "the ωB97M-V functional and the def2-TZVPD basis",
  "species": ["C", "C", "C", "N", "C", "N", "O", "H", "H", "H", "H", "H", "H", "H", "H"],
  "coordinates": [[-0.01, -1.00, -0.25], [0.97, -1.22, 0.88], [-1.35, -0.60, 0.05], [-1.09, 1.05, 0.15], [0.17, 0.91, -0.78], [1.19, 1.60, -0.36], [-2.48, -0.94, -0.13], [0.05, -1.76, -1.03], [-0.76, 1.39, 1.06], [-1.94, 1.52, -0.16], [1.75, 1.96, -1.13], [-0.20, 0.90, -1.81], [0.72, -0.65, 1.77], [1.02, -2.27, 1.16], [1.96, -0.88, 0.56]],
  "nbo_charge": [-0.470, -0.609, 0.726, -0.706, 0.225, -0.893, -0.511, 0.229, 0.426, 0.417, 0.353, 0.160, 0.205, 0.215, 0.233],
  "charge": 0,
  "relative_energy_kcal_mol": 98.57,
  "orbital_gap_ev": 8.0298,
  "homo_ha": -0.2764
}

# 7
{
  "formula": "C5H5F3NO4",
  "method": "the ωB97M-V functional and the def2-TZVPD basis",
  "species": ["C", "C", "C", "C", "C", "N", "O", "O", "O", "O", "F", "F", "F", "H", "H", "H", "H", "H"],
  "coordinates": [[-0.57, 1.04, 0.50], [-1.37, -1.85, -2.11], [-1.60, 1.62, 1.48], [0.89, -0.87, -0.10], [2.40, -0.52, 0.06], [-0.03, -0.10, 0.84], [-1.50, -2.53, -1.18], [-0.28, 1.63, -0.52], [-1.46, -1.41, -3.18], [0.45, -0.70, -1.47], [3.22, -1.31, -0.53], [2.63, -0.65, 1.41], [2.95, 0.72, -0.24], [-1.53, 1.13, 2.43], [-2.57, 1.41, 0.93], [-1.45, 2.73, 1.49], [-0.45, -0.60, 1.61], [0.29, 0.26, -1.42]],
  "nbo_charge": [0.662, 1.060, -0.707, -0.118, 0.896, -0.613, -0.550, -0.697, -0.574, -0.780, -0.325, -0.382, -0.397, 0.203, 0.221, 0.229, 0.385, 0.486],
  "charge": -1,
  "relative_energy_kcal_mol": 42.79,
  "orbital_gap_ev": 6.1507,
  "homo_ha": -0.0992
}

# 8
{
  "formula": "C5H39NO14",
  "method": "the ωB97M-V functional and the def2-TZVPD basis",
  "species": ["C", "N", "C", "C", "C", "O", "C", "H", "H", "H", "H", "H", "H", "H", "H", "H", "H", "H", "H", "H", "H", "H", "O", "H", "H", "O", "H", "H", "O", "H", "H", "O", "H", "H", "O", "H", "H", "O", "H", "H", "O", "H", "H", "O", "H", "H", "O", "H", "H", "O", "H", "H", "O", "H", "H", "O", "H", "H", "O"],
  "coordinates": [[1.17, 1.32, 2.62], [0.52, 0.20, 1.89], [0.35, 0.52, 0.44], [0.46, -0.77, -0.39], [1.74, -1.57, -0.17], [1.42, -2.80, 0.47], [-1.02, 1.15, 0.15], [1.23, 1.06, 3.68], [2.23, 1.46, 2.31], [0.59, 2.33, 2.53], [-0.41, 0.06, 2.32], [1.17, 1.27, 0.09], [-0.40, -1.43, -0.18], [0.32, -0.47, -1.42], [2.21, -1.91, -1.08], [2.45, -1.05, 0.49], [1.71, -2.75, 1.41], [-1.18, 2.05, 0.75], [-1.88, 0.43, 0.40], [-1.16, 1.50, -0.89], [-2.25, 0.67, 3.01], [-2.83, -0.52, 2.13], [-2.23, -0.31, 2.86], [0.55, 0.48, -3.28], [1.68, 0.56, -4.31], [1.52, 0.26, -3.44], [2.18, 1.40, -2.33], [3.35, 1.81, -1.34], [2.54, 2.11, -1.79], [-0.10, -2.87, 1.20], [-0.97, -2.12, 2.27], [-0.99, -2.82, 1.66], [0.25, -3.08, -2.66], [0.01, -3.37, -1.17], [-0.42, -3.29, -2.04], [-2.56, 3.21, 3.35], [-1.35, 3.12, 2.42], [-1.91, 2.60, 3.04], [1.54, -1.43, -3.48], [2.50, -2.70, -3.43], [1.60, -2.40, -3.60], [-1.56, 1.07, -3.81], [-1.47, 0.06, -2.59], [-1.04, 0.89, -3.03], [1.25, 3.22, -1.24], [-0.17, 2.96, -1.59], [0.37, 3.53, -1.11], [-0.18, 3.86, 0.46], [0.06, 4.85, 1.62], [-0.49, 4.12, 1.35], [1.38, -2.46, 3.70], [1.61, -1.24, 2.72], [1.95, -2.13, 2.99], [-3.78, -2.20, 0.37], [-2.24, -2.17, 0.81], [-2.99, -1.63, 0.39], [-2.52, -1.29, -1.22], [-1.61, -2.06, -2.18], [-2.21, -1.28, -2.14]],
  "nbo_charge": [-0.431, -0.728, -0.051, -0.460, -0.076, -0.795, -0.660, 0.199, 0.187, 0.197, 0.408, 0.211, 0.224, 0.205, 0.182, 0.177, 0.519, 0.217, 0.222, 0.217, 0.517, 0.499, -1.011, 0.522, 0.487, -0.994, 0.504, 0.484, -0.996, 0.504, 0.489, -0.985, 0.502, 0.489, -0.975, 0.474, 0.510, -1.002, 0.503, 0.480, -0.994, 0.488, 0.526, -1.025, 0.506, 0.482, -0.962, 0.518, 0.481, -0.997, 0.487, 0.510, -0.984, 0.490, 0.516, -1.016, 0.505, 0.510, -1.007],
  "charge": 0,
  "relative_energy_kcal_mol": 29.97,
  "orbital_gap_ev": 9.3232,
  "homo_ha": -0.3346
}

no.,F_max (eV/Å)
1,0.43
2,5.02
3,8.85
4,5.37
5,2.41
6,1.80
7,4.27
8,2.64